Record 1
A 11-piece molecular cluster, C48H76N2O12 overall. Source: the OMol25 dataset; level of theory: ωB97M-V/def2-TZVPD.

Element x y z (Å)
C (-3.858, 19.167, -2.128)
N (-4.043, 18.775, -3.517)
O (-3.320, 19.308, -4.297)
O (-4.916, 17.934, -3.730)
H (-3.188, 20.017, -1.999)
H (-3.504, 18.310, -1.555)
H (-4.839, 19.595, -1.922)
C (-5.960, 26.043, -9.410)
N (-7.216, 25.327, -8.973)
O (-7.992, 26.064, -8.333)
O (-7.498, 24.202, -9.270)
H (-6.163, 26.993, -9.904)
H (-5.611, 25.401, -10.218)
H (-5.249, 26.008, -8.584)
C (0.219, 19.398, -8.473)
O (-1.046, 18.820, -8.883)
C (-2.010, 19.893, -9.183)
C (-2.524, 20.426, -7.840)
O (-1.611, 21.530, -7.511)
C (-1.834, 22.269, -6.294)
H (0.569, 20.040, -9.281)
H (1.046, 18.690, -8.417)
H (0.295, 19.882, -7.500)
H (-2.903, 19.492, -9.662)
H (-1.747, 20.710, -9.856)
H (-2.433, 19.664, -7.065)
H (-3.514, 20.877, -7.783)
H (-1.846, 21.634, -5.408)
H (-2.805, 22.763, -6.258)
H (-0.989, 22.957, -6.307)
C (-0.548, 27.947, -5.880)
O (-0.444, 29.142, -6.632)
C (-0.839, 30.352, -5.942)
C (-2.453, 30.369, -5.778)
O (-2.983, 29.251, -5.122)
C (-4.386, 29.195, -4.936)
H (-0.180, 27.323, -6.694)
H (-1.465, 27.524, -5.469)
H (0.117, 28.087, -5.028)
H (-0.343, 31.112, -6.546)
H (-0.420, 30.438, -4.940)
H (-2.984, 30.341, -6.729)
H (-2.540, 31.323, -5.257)
H (-4.613, 28.515, -4.115)
H (-4.855, 28.701, -5.787)
H (-4.715, 30.187, -4.623)
C (-0.324, 18.304, -0.461)
O (-1.214, 19.285, 0.167)
C (-0.477, 20.479, 0.320)
C (-1.412, 21.434, 1.113)
O (-2.785, 21.665, 0.755)
C (-2.994, 22.730, -0.208)
H (-0.884, 17.378, -0.335)
H (0.618, 18.170, 0.072)
H (-0.112, 18.434, -1.522)
H (-0.245, 20.897, -0.659)
H (0.479, 20.425, 0.840)
H (-0.971, 22.427, 1.197)
H (-1.414, 20.998, 2.112)
H (-4.062, 22.809, -0.412)
H (-2.480, 22.628, -1.164)
H (-2.783, 23.708, 0.224)
C (-8.270, 28.613, -2.943)
O (-7.597, 28.268, -4.179)
C (-8.473, 27.644, -5.112)
C (-9.364, 28.633, -5.853)
O (-10.487, 29.106, -5.131)
C (-11.810, 28.475, -5.186)
H (-9.249, 29.093, -2.926)
H (-7.616, 29.089, -2.213)
H (-8.436, 27.668, -2.426)
H (-9.051, 26.864, -4.616)
H (-7.824, 27.207, -5.871)
H (-9.747, 28.271, -6.807)
H (-8.786, 29.532, -6.070)
H (-11.745, 27.507, -4.689)
H (-12.182, 28.379, -6.206)
H (-12.585, 29.133, -4.792)
C (-9.848, 23.625, -2.694)
C (-8.924, 24.575, -2.434)
C (-8.959, 25.290, -1.240)
C (-9.969, 25.000, -0.223)
C (-10.830, 23.937, -0.489)
C (-10.793, 23.255, -1.721)
H (-9.975, 23.177, -3.668)
H (-8.264, 24.940, -3.208)
H (-8.247, 26.100, -1.183)
H (-10.031, 25.674, 0.619)
H (-11.465, 23.661, 0.340)
H (-11.457, 22.471, -2.053)
C (-2.651, 26.935, -10.834)
C (-2.476, 25.575, -10.632)
C (-2.446, 24.931, -9.420)
C (-2.504, 25.719, -8.338)
C (-2.515, 27.099, -8.446)
C (-2.739, 27.733, -9.679)
H (-2.564, 27.348, -11.828)
H (-2.365, 24.880, -11.451)
H (-2.325, 23.858, -9.428)
H (-2.395, 25.204, -7.395)
H (-2.491, 27.742, -7.579)
H (-2.856, 28.800, -9.803)
C (-5.313, 25.146, -4.674)
C (-5.757, 24.852, -3.400)
C (-5.978, 23.539, -2.990)
C (-5.884, 22.552, -3.954)
C (-5.512, 22.946, -5.254)
C (-5.170, 24.215, -5.639)
H (-5.224, 26.202, -4.886)
H (-6.053, 25.628, -2.709)
H (-6.254, 23.433, -1.951)
H (-6.140, 21.528, -3.724)
H (-5.383, 22.089, -5.899)
H (-4.824, 24.376, -6.649)
C (-7.231, 19.655, -0.743)
C (-6.526, 19.075, 0.320)
C (-6.108, 19.878, 1.395)
C (-6.369, 21.260, 1.341)
C (-7.168, 21.797, 0.357)
C (-7.523, 20.994, -0.707)
H (-7.757, 19.149, -1.539)
H (-6.266, 18.038, 0.469)
H (-5.520, 19.367, 2.144)
H (-5.916, 21.945, 2.042)
H (-7.334, 22.863, 0.303)
H (-8.197, 21.267, -1.507)
C (-2.530, 26.577, -2.558)
C (-1.553, 27.483, -2.239)
C (-0.368, 27.087, -1.702)
C (-0.114, 25.735, -1.567)
C (-1.053, 24.778, -1.908)
C (-2.244, 25.213, -2.456)
H (-3.426, 26.918, -3.055)
H (-1.605, 28.548, -2.407)
H (0.388, 27.840, -1.535)
H (0.837, 25.325, -1.260)
H (-0.886, 23.711, -1.947)
H (-3.013, 24.523, -2.770)

SMILES string = C[N+](=O)[O-].C[N+](=O)[O-].c1ccccc1.c1ccccc1.c1ccccc1.c1ccccc1.c1ccccc1.COCCOC.COCCOC.COCCOC.COCCOC
molar mass = 873.1 g/mol
HOMO energy = -0.338 hartree

***

Record 2
C48H77AsBaF3N7O2S2Si4 as an isolated structure. Source: the OMol25 dataset; level of theory: ωB97M-V/def2-TZVPD.

Element x y z (Å)
Ba (-0.211, 0.103, 0.598)
C (-1.759, 0.998, -3.407)
N (-1.313, -0.224, -2.759)
C (-2.428, -1.152, -2.676)
C (-0.192, -0.788, -3.504)
C (0.544, -1.868, -2.737)
N (1.418, -1.358, -1.686)
C (1.853, -2.487, -0.867)
C (2.592, -0.695, -2.254)
H (-2.112, 0.806, -4.438)
H (-0.931, 1.703, -3.451)
H (-2.589, 1.427, -2.848)
H (-2.770, -1.448, -3.688)
H (-3.250, -0.684, -2.137)
H (-2.162, -2.040, -2.112)
H (0.484, 0.031, -3.754)
H (-0.547, -1.206, -4.465)
H (1.125, -2.495, -3.438)
H (-0.180, -2.529, -2.262)
H (2.347, -3.261, -1.482)
H (0.992, -2.952, -0.383)
H (2.549, -2.142, -0.105)
H (3.168, -1.397, -2.880)
H (3.225, -0.342, -1.445)
H (2.300, 0.157, -2.865)
C (-4.718, -7.468, -0.811)
C (-4.749, -6.923, 0.588)
C (-5.234, -7.677, 1.647)
C (-5.254, -7.182, 2.944)
C (-4.765, -5.909, 3.186)
C (-4.266, -5.137, 2.147)
C (-4.268, -5.629, 0.843)
N (-3.805, -4.875, -0.255)
C (-3.153, -3.619, -0.001)
N (-4.083, -2.683, 0.282)
C (-4.072, -1.330, 0.792)
C (-3.023, -0.437, 0.557)
C (-3.287, 0.860, 1.043)
C (-4.449, 1.220, 1.715)
C (-5.432, 0.273, 1.942)
C (-5.263, -1.022, 1.480)
C (-6.354, -2.038, 1.718)
N (-1.877, -3.486, -0.060)
C (-1.141, -4.624, -0.455)
C (-1.110, -5.004, -1.799)
C (-0.349, -6.084, -2.223)
C (0.400, -6.800, -1.304)
C (0.374, -6.423, 0.033)
C (-0.387, -5.349, 0.479)
C (-0.406, -4.948, 1.923)
H (-5.188, -8.449, -0.856)
H (-3.692, -7.576, -1.178)
H (-5.234, -6.800, -1.505)
H (-5.605, -8.676, 1.443)
H (-5.642, -7.788, 3.754)
H (-4.757, -5.508, 4.192)
H (-3.875, -4.148, 2.350)
H (-3.270, -5.440, -0.901)
H (-5.006, -3.064, 0.167)
H (-2.561, 1.666, 0.891)
H (-4.590, 2.241, 2.058)
H (-6.339, 0.533, 2.479)
H (-7.115, -1.626, 2.381)
H (-5.976, -2.957, 2.173)
H (-6.864, -2.328, 0.790)
H (-1.677, -4.418, -2.515)
H (-0.332, -6.348, -3.274)
H (1.012, -7.634, -1.623)
H (0.965, -6.972, 0.758)
H (0.358, -5.479, 2.491)
H (-1.380, -5.148, 2.376)
H (-0.226, -3.879, 2.016)
C (6.348, -0.885, 2.110)
Si (5.254, -0.365, 3.545)
C (5.179, 1.501, 3.723)
C (6.115, -1.005, 5.108)
C (3.558, -1.167, 3.507)
C (3.129, -1.997, 4.526)
C (1.832, -2.513, 4.532)
C (1.018, -2.182, 3.472)
N (1.408, -1.436, 2.437)
C (2.642, -0.886, 2.450)
S (3.063, 0.214, 1.184)
H (7.387, -0.606, 2.309)
H (6.020, -0.416, 1.184)
H (6.308, -1.969, 1.974)
H (6.137, 1.886, 4.085)
H (4.403, 1.781, 4.439)
H (4.935, 1.971, 2.772)
H (7.119, -0.574, 5.168)
H (6.222, -2.093, 5.101)
H (5.578, -0.722, 6.017)
H (3.794, -2.231, 5.351)
H (1.460, -3.125, 5.342)
H (-0.018, -2.501, 3.453)
C (-0.956, 7.128, 1.177)
Si (-0.687, 5.260, 1.253)
C (0.788, 4.991, 2.376)
C (-2.240, 4.529, 2.011)
As (-0.274, 4.093, -0.756)
Si (1.573, 5.246, -1.700)
C (1.337, 5.751, -3.487)
C (3.045, 4.126, -1.449)
C (1.950, 6.876, -0.821)
Si (-2.128, 4.708, -2.084)
C (-2.693, 6.503, -1.938)
C (-3.607, 3.683, -1.526)
C (-1.737, 4.385, -3.893)
H (-1.187, 7.433, 2.205)
H (-1.789, 7.436, 0.547)
H (-0.066, 7.671, 0.865)
H (0.551, 5.352, 3.383)
H (1.665, 5.538, 2.023)
H (1.028, 3.931, 2.441)
H (-2.601, 5.180, 2.814)
H (-2.031, 3.543, 2.428)
H (-3.043, 4.421, 1.278)
H (1.172, 4.902, -4.145)
H (2.259, 6.258, -3.794)
H (0.519, 6.469, -3.588)
H (2.844, 3.135, -1.855)
H (3.276, 4.034, -0.385)
H (3.922, 4.536, -1.960)
H (1.164, 7.615, -0.988)
H (2.873, 7.264, -1.267)
H (2.115, 6.776, 0.252)
H (-3.085, 6.723, -0.945)
H (-3.506, 6.662, -2.657)
H (-1.895, 7.212, -2.166)
H (-4.151, 4.188, -0.724)
H (-3.343, 2.692, -1.159)
H (-4.300, 3.559, -2.365)
H (-1.502, 5.319, -4.406)
H (-2.617, 3.948, -4.377)
H (-0.895, 3.704, -4.029)
S (2.938, 1.845, -6.065)
C (1.962, 2.201, -4.775)
N (1.271, 2.453, -3.866)
F (-0.737, 2.730, 5.015)
C (-0.024, 1.641, 4.646)
F (-0.216, 0.708, 5.586)
F (1.271, 1.990, 4.681)
C (-0.449, 1.170, 3.228)
O (-1.016, 0.076, 3.125)
O (-0.150, 1.949, 2.295)

molar mass = 1229.9 g/mol
HOMO energy = -0.102 hartree
net charge = -2

***

Let's list gap between HOMO and LUMO in order: 9.471, 6.256 eV.
Let's list E_tot in order: -78543.636, -188428.459 eV.
Let's list lowest unoccupied orbital energy in order: 0.3, 3.5 eV.